Record 1
ORCA calculation (the ωB97M-V functional and the def2-TZVPD basis) on one molecule with the formula C4H8N2S in a non-equilibrium geometry.

**Energy**: -664.7878 a.u.
**Energy above the lowest of the compared OMol25 structures with the same formula, charge and spin**: 380.6 kJ/mol
**Charge**: 0
**Structure (SMILES)**: C=NC(=S)N(C)C
**Kohn-Sham gap**: 8.6 eV
**E_LUMO**: 0.29 eV
**E_HOMO**: -8.3327 eV

Structure (XYZ):
```
15
C4H8N2S | OMol25 | the ωB97M-V functional and the def2-TZVPD basis
C -1.910 -2.123 0.316
C -1.045 -0.006 -0.491
C 1.600 -0.301 -0.076
C 0.659 1.859 0.032
N -1.385 -1.301 -0.446
N 0.422 0.499 0.208
S -2.080 1.175 -0.921
H -2.059 -3.200 0.152
H -2.191 -2.022 1.426
H 2.341 -0.016 0.645
H 1.527 -1.396 0.096
H 1.877 0.201 -1.038
H 1.187 2.138 -0.866
H -0.203 2.394 0.087
H 1.261 2.100 0.876
```

---

Record 2
ORCA calculation (the ωB97M-V functional and the def2-TZVPD basis) on a 2-piece molecular cluster, C4H8N2S overall in a non-equilibrium geometry.

**Energy**: -664.1315 a.u.
**Energy above the lowest of the compared OMol25 structures with the same formula, charge and spin**: 234.5 kJ/mol
**Charge**: +2
**Kohn-Sham gap**: 8.9 eV
**E_LUMO**: -9.84 eV
**E_HOMO**: -18.7415 eV

Structure (XYZ):
```
15
C4H8N2S | OMol25 | the ωB97M-V functional and the def2-TZVPD basis
C 3.397 1.490 0.094
C -2.053 -0.103 -0.383
C 3.514 0.399 -0.829
C -2.831 -1.514 1.585
N -2.440 -0.567 0.633
N -1.548 0.644 -1.280
S 1.969 0.794 0.112
H 4.098 2.295 0.474
H 3.526 0.605 -1.878
H 4.083 -0.514 -0.434
H -2.303 -2.511 1.278
H -3.993 -1.467 1.733
H -2.453 -1.187 2.575
H -0.877 0.314 -1.950
H -2.091 1.321 -1.730
```

---

Record 3
ORCA calculation (the ωB97M-V functional and the def2-TZVPD basis) on one molecule with the formula C4H8N2S2 in a non-equilibrium geometry.

**Energy**: -1063.0781 a.u.
**Energy above the lowest of the compared OMol25 structures with the same formula, charge and spin**: 46.4 kJ/mol
**Charge**: 0
**Structure (SMILES)**: [H]/N=C(/N)S[C@H](C)C=S
**Kohn-Sham gap**: 8.5 eV
**E_LUMO**: -0.44 eV
**E_HOMO**: -8.9648 eV

Structure (XYZ):
```
16
C4H8N2S2 | OMol25 | the ωB97M-V functional and the def2-TZVPD basis
C 1.044 1.359 -0.234
C 0.930 -0.108 0.155
C -1.815 -0.385 -0.290
C 2.214 -0.897 0.117
H 1.714 1.877 0.405
H 0.072 1.821 -0.162
H 1.388 1.453 -1.270
H 0.536 -0.211 1.167
H -1.656 -1.303 1.517
H -2.895 -0.166 1.389
H -2.413 0.218 -2.019
H 2.137 -1.939 0.441
N -1.958 -0.434 1.075
N -2.716 0.111 -1.032
S -0.248 -1.027 -0.912
S 3.667 -0.370 -0.348
```

---

Record 4
ORCA calculation (the ωB97M-V functional and the def2-TZVPD basis) on C4H8N3 as an isolated structure in a non-equilibrium geometry.

**Energy**: -321.0106 a.u.
**Energy above the lowest of the compared OMol25 structures with the same formula, charge and spin**: 737.1 kJ/mol
**Charge**: +1
**Kohn-Sham gap (alpha / beta)**: 8.8 / 5.5 eV
**E_LUMO (alpha / beta)**: -5.70 / -7.64 eV
**E_HOMO (alpha / beta)**: -14.5342 / -13.1313 eV

Structure (XYZ):
```
15
C4H8N3 | OMol25 | the ωB97M-V functional and the def2-TZVPD basis
C -3.901 -0.091 0.355
C 1.798 0.677 -0.456
C 0.789 -0.465 -0.553
C 0.838 1.199 0.609
N -2.094 1.092 -0.641
N -2.949 0.526 -0.169
N -0.051 0.120 0.422
H -4.320 -0.961 -0.120
H -4.329 0.267 1.276
H 2.795 0.414 -0.117
H 1.885 1.295 -1.347
H 0.306 -0.669 -1.513
H 1.119 -1.452 -0.197
H 1.182 1.224 1.652
H 0.376 2.179 0.454
```

---

Record 5
ORCA calculation (the ωB97M-V functional and the def2-TZVPD basis) on an isolated ion of composition C4H8N3 and charge +1 in a non-equilibrium geometry.

**Energy**: -321.1233 a.u.
**Energy above the lowest of the compared OMol25 structures with the same formula, charge and spin**: 441.1 kJ/mol
**Charge**: +1
**Structure (SMILES)**: C=NC1=[NH+]CCN1
**Kohn-Sham gap**: 9.0 eV
**E_LUMO**: -4.81 eV
**E_HOMO**: -13.7747 eV

Structure (XYZ):
```
15
C4H8N3 | OMol25 | the ωB97M-V functional and the def2-TZVPD basis
C -0.498 0.730 -0.315
C -0.238 3.106 -0.032
C -0.394 -1.589 -0.407
C 0.504 -1.317 0.789
N -0.020 1.914 -0.342
N -0.724 -0.317 -1.056
N 0.003 0.002 1.175
H -0.992 3.427 0.593
H 0.643 3.795 -0.344
H 0.046 -2.231 -1.217
H -1.199 -1.987 -0.021
H 0.415 -2.111 1.539
H 1.649 -1.340 0.613
H -1.029 -0.332 -2.005
H 0.571 0.633 1.798
```

---

Record 6
ORCA calculation (the ωB97M-V functional and the def2-TZVPD basis) on an isolated ion of composition C4H8N3 and charge +1 in a non-equilibrium geometry.

**Energy**: -321.0632 a.u.
**Energy above the lowest of the compared OMol25 structures with the same formula, charge and spin**: 599.0 kJ/mol
**Charge**: +1
**Structure (SMILES)**: C#[N+]/N=C/N(C)C
**Kohn-Sham gap**: 8.7 eV
**E_LUMO**: -4.63 eV
**E_HOMO**: -13.3465 eV

Structure (XYZ):
```
15
C4H8N3 | OMol25 | the ωB97M-V functional and the def2-TZVPD basis
C 3.861 0.112 0.143
C 0.254 0.750 -0.035
C -2.159 0.722 -0.129
C -0.792 -1.385 0.009
N 1.556 -0.122 -0.172
N 2.708 0.165 -0.098
N -0.870 0.065 -0.049
H 4.870 -0.042 0.419
H 0.320 1.896 -0.140
H -2.210 1.488 -0.864
H -2.959 -0.001 -0.046
H -2.170 1.382 0.782
H -0.165 -1.641 0.864
H -1.749 -1.697 0.250
H -0.498 -1.693 -0.934
```

---

Question: Which value of charge does entry 5 give?
Answer: +1